Entry 1:
{"formula": "C5H9NO2", "method": "ωB97M-V with the def2-TZVPD basis set", "symbols": ["O", "O", "N", "C", "C", "C", "C", "C", "H", "H", "H", "H", "H", "H", "H", "H", "H"], "coordinates": [[-0.451, -1.377, -0.874], [1.970, 0.056, 0.831], [1.308, -2.137, 0.784], [0.109, 1.109, -1.061], [0.145, -0.259, -0.225], [1.230, -0.899, 0.456], [-1.300, 1.259, -0.444], [-0.675, 0.501, 0.889], [0.381, 1.294, -2.258], [0.186, 1.231, 1.325], [-1.529, 2.354, -0.438], [-1.504, 0.124, 1.762], [1.008, -2.646, -0.303], [2.067, -2.136, 1.473], [-1.579, -1.192, -0.590], [-2.327, 0.697, -0.663], [0.961, 2.022, -0.664]], "total_charge": 0, "lumo_ev": 0.497, "e_homo_ev": -9.16, "smiles": "NC(=O)C1(O)CCC1", "e_tot_ev": -10909.684}



Entry 2:
{"formula": "C12H26B2NO5", "method": "ωB97M-V with the def2-TZVPD basis set", "symbols": ["O", "O", "O", "O", "O", "N", "C", "C", "C", "C", "C", "C", "C", "C", "C", "C", "C", "C", "B", "B", "H", "H", "H", "H", "H", "H", "H", "H", "H", "H", "H", "H", "H", "H", "H", "H", "H", "H", "H", "H", "H", "H", "H", "H", "H", "H"], "coordinates": [[3.701, 2.150, 0.314], [-3.222, -1.049, 1.892], [1.504, 1.335, 0.124], [-0.633, 3.245, -0.094], [-5.230, -0.818, 2.959], [0.118, 3.928, -2.331], [-0.398, -1.295, -0.318], [-3.183, -0.564, 4.218], [2.958, 3.095, -0.412], [-2.851, -2.128, -0.266], [3.485, -0.451, -0.248], [-1.413, -2.317, 0.243], [1.564, -1.025, -1.901], [-3.875, -1.681, 0.781], [1.664, 2.350, -0.834], [3.062, -0.766, -1.690], [-3.992, -0.827, 2.974], [0.883, -1.925, -0.862], [2.887, 0.903, 0.465], [0.343, 3.185, -1.043], [-2.881, -1.422, -1.089], [4.571, -0.317, -0.275], [2.862, 0.633, 1.698], [-2.702, 0.404, 4.127], [1.549, -2.174, -0.044], [1.426, -1.466, -2.890], [1.903, 1.914, -1.824], [-1.487, 3.350, -0.511], [-1.091, -3.309, -0.069], [3.555, 3.323, -1.303], [-0.133, -0.588, 0.461], [-4.476, -2.511, 1.140], [-4.570, -0.965, 0.352], [-3.206, -3.080, -0.650], [0.090, 3.219, -3.059], [-2.418, -1.325, 4.319], [0.989, 4.418, -2.518], [-3.864, -0.579, 5.056], [3.611, -1.652, -2.033], [1.058, -0.064, -1.924], [3.326, -1.303, 0.406], [3.366, 0.036, -2.363], [2.790, 4.024, 0.140], [-0.883, -0.726, -1.108], [0.607, -2.869, -1.337], [-1.365, -2.314, 1.325]], "total_charge": -1, "lumo_ev": 2.703, "e_homo_ev": -3.64, "e_tot_ev": -25950.216}



Entry 3:
{"formula": "C2H5FeO3", "method": "ωB97M-V with the def2-TZVPD basis set", "symbols": ["Fe", "O", "O", "O", "C", "C", "H", "H", "H", "H", "H"], "coordinates": [[3.003, 0.840, 0.097], [1.346, 0.184, -0.603], [4.303, 1.958, 0.420], [1.085, 0.907, -1.751], [2.041, 1.060, -2.532], [5.190, 2.819, -0.191], [6.239, 2.556, 0.042], [1.782, 1.533, -3.483], [3.020, 0.665, -2.241], [5.038, 3.874, 0.111], [5.069, 2.800, -1.323]], "multiplicity": 5, "total_charge": 1, "lumo_ev": [-6.698, -6.752], "e_homo_ev": [-14.31, -14.56], "s2": 6.012, "e_tot_ev": -42671.858}



Entry 4:
{"formula": "C3H3N3O2", "method": "ωB97M-V with the def2-TZVPD basis set", "symbols": ["O", "O", "N", "N", "N", "C", "C", "C", "H", "H", "H"], "coordinates": [[1.725, 1.497, 1.345], [-0.902, -0.735, 0.517], [0.814, 0.776, -0.727], [-0.108, 0.338, -1.396], [-1.528, -1.727, -1.445], [-0.849, -0.796, -0.911], [0.008, -0.019, 1.332], [0.886, 0.702, 0.630], [-0.665, 0.182, 2.470], [-2.229, -2.213, -0.889], [1.790, 0.900, 2.198]], "total_charge": 0, "lumo_ev": -1.189, "e_homo_ev": -9.29, "smiles": "[H]/N=c1/nnc(O)co1", "e_tot_ev": -11719.711}